Molecular formula: C40H108N8O11
Method: DFT, ωB97M-V with the def2-TZVPD basis set

XYZ file:
```
167
Properties=species:S:1:pos:R:3
C -10.72780 11.26280 -0.99478
O -9.44941 11.29708 -0.42256
C -9.03943 9.92539 0.02946
C -7.62443 10.02963 0.63948
C -7.02456 8.63015 0.92682
N -7.60192 10.82512 1.84314
H -10.92513 10.43730 -1.67867
H -10.92979 12.22268 -1.47010
H -11.35243 11.21359 -0.10287
H -9.73961 9.43663 0.70693
H -9.03255 9.26955 -0.84112
H -7.00749 10.55010 -0.09304
H -6.80754 8.07195 0.01609
H -7.68023 8.08081 1.60240
H -6.07509 8.82861 1.42407
H -8.07809 11.67065 1.56308
H -8.16415 10.25759 2.46113
C 4.18527 -8.10209 -5.10066
O 4.70725 -8.71349 -3.89760
C 3.75977 -8.46787 -2.89042
C 3.66971 -6.94882 -2.48721
C 5.07843 -6.32868 -2.14707
N 2.82674 -6.62429 -1.34133
H 3.95316 -7.05039 -4.93282
H 3.29158 -8.62410 -5.44259
H 4.86143 -7.97827 -5.94658
H 2.84572 -8.97148 -3.20505
H 4.02966 -9.10144 -2.04552
H 3.33038 -6.25351 -3.25499
H 5.60384 -6.87425 -1.36324
H 4.88720 -5.30081 -1.83884
H 5.87591 -6.35786 -2.88955
H 1.94459 -7.11453 -1.38130
H 2.56072 -5.65329 -1.26079
C -3.61467 0.82008 0.02123
O -3.63878 -0.45887 -0.60713
C -2.44050 -0.79697 -1.38309
C -1.08046 -0.44316 -0.61943
C 0.17032 -0.75942 -1.45101
N -1.01783 -1.14491 0.68416
H -2.92162 0.82687 0.86251
H -4.56492 0.87964 0.55185
H -3.40928 1.57576 -0.73697
H -2.52608 -1.87699 -1.50291
H -2.38728 -0.29500 -2.34916
H -1.05829 0.64237 -0.52330
H 0.36839 -0.07725 -2.27776
H 0.04252 -1.62274 -2.10405
H 1.12829 -0.70437 -0.93394
H -1.74587 -0.74376 1.25787
H -0.07216 -1.14774 1.03885
C -12.77963 3.22639 0.59114
O -13.48630 3.18913 1.89748
C -13.57956 1.81227 2.42939
C -13.84248 1.88166 3.94089
C -14.46364 0.69284 4.61892
N -14.70363 2.95970 4.31382
H -11.89815 2.59793 0.71821
H -12.49832 4.25185 0.35155
H -13.35396 2.77063 -0.21540
H -14.23984 1.19169 1.82359
H -12.62834 1.31163 2.24871
H -12.92495 2.12731 4.47557
H -15.39924 0.46309 4.10906
H -14.69586 0.83712 5.67408
H -13.79141 -0.15703 4.50089
H -14.26139 3.75186 3.86996
H -14.60099 3.32115 5.25133
C 5.14686 7.83160 3.63251
O 5.36658 7.00069 2.58241
C 6.73363 6.55756 2.54803
C 6.76321 5.40021 1.40131
C 5.97643 4.19219 1.74805
N 8.11834 4.96949 1.12441
H 4.92080 8.84747 3.30848
H 5.83037 7.88430 4.47994
H 4.23895 7.46048 4.10797
H 7.40301 7.39716 2.36066
H 6.97995 6.17741 3.53945
H 6.31886 5.73986 0.46574
H 5.85654 3.63540 0.81869
H 5.13575 4.34382 2.42507
H 6.50752 3.61026 2.50132
H 8.09455 4.44361 0.26244
H 8.70693 5.77703 0.97764
C 9.88929 -1.35417 -2.77573
O 9.50183 -0.53263 -3.84079
C 10.28122 -0.85089 -5.10784
C 9.57184 -0.29840 -6.40724
C 7.97130 -0.52652 -6.47422
N 10.02141 -0.95867 -7.64948
H 9.82713 -2.39827 -3.08244
H 9.27123 -1.29918 -1.87957
H 10.92601 -1.23336 -2.46153
H 11.31165 -0.50165 -5.17378
H 10.33756 -1.92296 -5.29652
H 9.75970 0.77131 -6.49954
H 7.59745 -1.54510 -6.37023
H 7.46065 -0.27868 -7.40476
H 7.43916 -0.17409 -5.59064
H 9.76774 -0.34211 -8.40817
H 11.02359 -1.08334 -7.63636
C -4.10957 -9.24086 -1.23878
O -3.41856 -8.66237 -2.37083
C -3.40277 -9.32595 -3.61470
C -4.81381 -9.35639 -4.32614
C -4.80027 -10.00251 -5.72998
N -5.13492 -7.96753 -4.42478
H -3.81592 -8.63032 -0.38489
H -3.75290 -10.24401 -1.00518
H -5.19793 -9.18099 -1.23937
H -2.58125 -9.02684 -4.26565
H -3.18349 -10.35894 -3.34460
H -5.59945 -9.84370 -3.74873
H -5.79781 -10.06593 -6.16472
H -4.46159 -11.03769 -5.68749
H -4.21902 -9.49187 -6.49776
H -4.81307 -7.48721 -3.59664
H -6.14280 -7.90251 -4.43163
C 12.47576 -0.27701 5.52623
O 11.42934 0.21041 6.39203
C 10.14642 0.58634 5.74562
C 9.20701 0.61691 6.95908
N 8.97031 -0.71659 7.62078
C 8.09599 -1.64058 6.93780
C 6.77902 -1.16404 6.26240
O 6.52153 -1.71208 5.03039
C 6.27149 -3.10336 5.03023
H 13.26618 -0.88216 5.97023
H 12.85108 0.55935 4.93656
H 11.98216 -0.97498 4.84999
H 9.77528 -0.00351 4.90751
H 10.26517 1.60243 5.36939
H 8.33625 1.11685 6.53489
H 9.73412 1.30017 7.62496
H 9.93743 -1.00715 7.60211
H 8.02010 -2.40323 7.71285
H 8.59156 -2.15795 6.11632
H 6.78345 -0.10240 6.01539
H 5.91307 -1.28613 6.91302
H 6.62913 -3.72556 5.85064
H 6.82359 -3.60471 4.23529
H 5.21070 -3.35234 5.00136
C -0.44097 -2.02542 -8.15157
C -0.23202 -1.41296 -9.56161
C 0.05235 -2.45801 -10.63601
O -1.37714 -0.64972 -9.85121
H -0.49352 -1.22391 -7.41475
H 0.40339 -2.65255 -7.86544
H -1.28697 -2.70522 -8.25284
H 0.58036 -0.68841 -9.50538
H -0.12663 -3.46615 -10.26221
H 1.11343 -2.23711 -10.75187
H -0.53043 -2.27403 -11.53857
H -2.17474 -1.16156 -9.69806
C -6.39349 3.19314 6.90804
C -4.88621 3.33749 7.09281
C -4.35896 3.46711 8.54316
O -4.35218 2.14309 6.57383
H -6.95697 4.02406 7.33250
H -6.80630 2.23535 7.22480
H -6.67950 3.14665 5.85726
H -4.46675 4.16640 6.52267
H -4.61094 4.46630 8.89843
H -3.27223 3.40446 8.59982
H -4.80685 2.71272 9.18998
H -4.95990 1.41822 6.73764
```

The total charge is 0. Its SMILES is COC[C@H](C)N.COC[C@H](C)N.COC[C@H](C)N.COC[C@H](C)N.COC[C@H](C)N.COC[C@H](C)N.COC[C@H](C)N.COCCNCCOC.CC(C)O.CC(C)O. The value obtained for the gap between HOMO and LUMO is 9.065 eV. The calculation puts the HOMO energy at -8.68 eV. Its relative energy (zero: lowest compared OMol25 entry of this formula, charge and spin) is 695.8 kJ/mol. Its total energy is -2854.02436 a.u.

Atomic partial charges in e from the Mulliken method, atoms 1 to 99:
1. C -0.7235
2. O -0.3349
3. C -0.6908
4. C 0.2776
5. C -1.4507
6. N -0.7144
7. H 0.2822
8. H 0.2464
9. H 0.3061
10. H 0.3499
11. H 0.3964
12. H 0.3527
13. H 0.3804
14. H 0.3423
15. H 0.3809
16. H 0.3246
17. H 0.2749
18. C -0.7410
19. O -0.3402
20. C -0.5252
21. C 0.5780
22. C -1.3354
23. N -0.7453
24. H 0.2355
25. H 0.2996
26. H 0.3140
27. H 0.3751
28. H 0.3364
29. H 0.1044
30. H 0.3309
31. H 0.3498
32. H 0.3137
33. H 0.2056
34. H 0.2443
35. C -0.6516
36. O -0.3465
37. C -0.6511
38. C 0.5946
39. C -1.4454
40. N -0.6316
41. H 0.2221
42. H 0.2465
43. H 0.2955
44. H 0.3786
45. H 0.3089
46. H 0.1513
47. H 0.3761
48. H 0.3207
49. H 0.3763
50. H 0.2321
51. H 0.2241
52. C -0.6790
53. O -0.3336
54. C -0.5913
55. C 0.5776
56. C -1.4984
57. N -0.8199
58. H 0.3040
59. H 0.2328
60. H 0.2797
61. H 0.3822
62. H 0.3386
63. H 0.2190
64. H 0.3695
65. H 0.3417
66. H 0.3576
67. H 0.2598
68. H 0.2597
69. C -0.7890
70. O -0.3149
71. C -0.6244
72. C 0.5963
73. C -1.4515
74. N -0.7274
75. H 0.2536
76. H 0.3527
77. H 0.2711
78. H 0.3573
79. H 0.3586
80. H 0.2209
81. H 0.3319
82. H 0.3069
83. H 0.3678
84. H 0.2709
85. H 0.2203
86. C -0.7483
87. O -0.2979
88. C -0.7578
89. C 0.5149
90. C -1.3124
91. N -0.7165
92. H 0.3212
93. H 0.2727
94. H 0.2980
95. H 0.3456
96. H 0.3876
97. H 0.1854
98. H 0.3589
99. H 0.3320